Entry 1:
Below is a structure of composition C27H48GeIrO7Se2Si4 in a non-equilibrium geometry, with properties calculated with wB97M-V/def2-TZVPD.

Summary:
- calculated total energy (eV) = -264670.3945
- HOMO-LUMO gap (alpha / beta) (eV) = 4.9 / 4.8

The geometry in ORCA input format:
```
! wB97M-V def2-TZVPD RIJCOSX def2/J DEFGRID3
* xyz -2 6
H -3.839 0.101 1.089
C 0.349 4.410 0.101
Se -1.514 -0.099 -1.981
H 2.853 -6.727 -0.739
H 1.197 -2.424 3.066
H -3.078 -1.727 -0.907
H -0.502 3.801 4.706
C -1.680 5.133 2.224
H 0.778 3.654 -0.548
O 4.396 -1.219 -2.048
H 1.594 -6.980 1.371
C 0.643 -5.069 1.207
C 1.480 -6.081 0.776
H -3.202 -3.792 -2.019
H 1.126 4.733 0.788
H -2.622 4.921 2.717
H -5.228 -3.253 -3.377
C -3.556 2.397 4.338
C 2.814 -0.444 -0.385
H -2.602 -3.758 0.498
Ge -0.736 1.469 1.995
H -5.376 -1.031 -4.423
H -3.946 -0.214 -1.235
H -0.938 5.291 3.000
Ir -0.118 -0.258 0.335
H 2.146 4.051 3.173
C -4.226 0.729 1.885
C 4.324 -0.364 1.447
H -2.537 -1.198 -4.528
C 2.331 2.986 3.050
H -5.099 0.239 2.308
H -5.596 -0.216 -2.859
Si -1.159 3.690 1.051
H -2.028 -0.500 5.011
H -3.361 -2.756 -4.653
Se -1.301 -2.910 -3.193
H 3.269 2.745 3.542
H 1.153 -2.850 -1.276
O 1.705 -0.333 -0.982
H -2.355 -3.887 2.234
C -2.324 -3.204 1.389
H -0.227 -3.279 3.637
H -2.653 -1.418 3.662
C 5.080 -0.751 0.237
H -2.668 4.504 -0.839
H -2.383 2.775 -0.944
C 2.054 -4.777 -1.145
Si 0.898 1.912 3.739
H 0.083 -5.196 2.124
C 2.189 -5.938 -0.404
C 4.128 -0.843 -0.913
C -2.572 3.593 -0.255
O 6.293 -0.977 0.176
O 1.901 0.046 1.715
H -2.874 2.611 5.153
C 0.114 -2.425 3.059
C 0.512 -3.885 0.488
H -3.460 0.791 -3.508
H -0.537 2.412 5.769
C -3.275 -0.965 -1.664
H -3.530 3.404 0.220
C 2.921 -0.202 1.019
O 4.773 -0.227 2.588
C -2.898 -2.055 -3.953
H -3.757 -0.682 4.814
H 2.243 0.873 5.604
O -4.158 0.536 -4.133
H 2.465 2.786 1.992
H 2.346 -0.089 4.132
H -3.719 3.324 3.801
Si -0.529 -2.437 1.228
C 0.104 3.006 5.126
H 0.075 5.263 -0.518
C -2.825 -0.541 4.275
C 1.231 -3.758 -0.696
H -1.792 6.069 1.684
C -3.921 -1.593 -2.910
H -3.080 -2.442 1.560
C -4.842 -0.560 -3.590
H -5.632 -2.434 -1.852
H -4.506 2.095 4.769
Si -2.836 1.036 3.177
H 2.604 -4.664 -2.068
H 0.919 -0.192 5.148
O -4.128 -3.755 -1.711
H 0.864 3.462 5.755
H -0.208 -1.523 3.563
C 1.674 0.487 4.759
H -4.557 1.660 1.437
C -4.795 -2.789 -2.469
*
```

List of Löwdin charges in e, atom by atom: number 1, H, carries -0.01; number 2, C, carries -0.23; number 3, Se, carries 0.54; number 4, H, carries 0.09; number 5, H, carries 0.02; number 6, H, carries 0.03; number 7, H, carries -0.01; number 8, C, carries -0.23; number 9, H, carries 0.01; number 10, O, carries 0.12; number 11, H, carries 0.09; number 12, C, carries -0.12; number 13, C, carries -0.12; number 14, H, carries -0.02; number 15, H, carries 0.00; number 16, H, carries -0.01; number 17, H, carries 0.12; number 18, C, carries -0.22; number 19, C, carries -0.26; number 20, H, carries 0.00; number 21, Ge, carries 0.44; number 22, H, carries 0.12; number 23, H, carries 0.06; number 24, H, carries 0.00; number 25, Ir, carries 0.58; number 26, H, carries 0.01; number 27, C, carries -0.22; number 28, C, carries -0.26; number 29, H, carries 0.04; number 30, C, carries -0.22; number 31, H, carries 0.02; number 32, H, carries 0.12; number 33, Si, carries 0.36; number 34, H, carries 0.01; number 35, H, carries 0.06; number 36, Se, carries 0.62; number 37, H, carries 0.02; number 38, H, carries 0.06; number 39, O, carries -0.10; number 40, H, carries 0.01; number 41, C, carries -0.22; number 42, H, carries 0.01; number 43, H, carries -0.01; number 44, C, carries -0.26; number 45, H, carries 0.01; number 46, H, carries -0.02; number 47, C, carries -0.09; number 48, Si, carries 0.37; number 49, H, carries 0.09; number 50, C, carries -0.12; number 51, C, carries -0.26; number 52, C, carries -0.23; number 53, O, carries 0.10; number 54, O, carries -0.13; number 55, H, carries 0.00; number 56, C, carries -0.24; number 57, C, carries -0.29; number 58, H, carries 0.02; number 59, H, carries 0.00; number 60, C, carries -0.52; number 61, H, carries 0.00; number 62, C, carries -0.26; number 63, O, carries 0.10; number 64, C, carries -0.58; number 65, H, carries 0.02; number 66, H, carries 0.02; number 67, O, carries -0.08; number 68, H, carries 0.00; number 69, H, carries 0.00; number 70, H, carries -0.01; number 71, Si, carries 0.44; number 72, C, carries -0.24; number 73, H, carries 0.01; number 74, C, carries -0.22; number 75, C, carries -0.14; number 76, H, carries 0.01; number 77, C, carries -0.58; number 78, H, carries -0.01; number 79, C, carries -0.25; number 80, H, carries 0.13; number 81, H, carries 0.01; number 82, Si, carries 0.37; number 83, H, carries 0.10; number 84, H, carries 0.01; number 85, O, carries -0.10; number 86, H, carries 0.01; number 87, H, carries -0.03; number 88, C, carries -0.22; number 89, H, carries 0.00; number 90, C, carries -0.25



Entry 2:
Below is a structure of composition C27H48HgOP2 in a non-equilibrium geometry, with properties calculated with wB97M-V/def2-TZVPD.

Summary:
- energy above the lowest of the compared OMol25 structures with the same formula, charge and spin (kcal/mol) = 0.0
- calculated total energy (eV) = -53569.6295
- HOMO-LUMO gap (alpha / beta) (eV) = 5.3 / 7.2

The geometry in ORCA input format:
```
! wB97M-V def2-TZVPD RIJCOSX def2/J DEFGRID3
* xyz 0 1
H 1.327 4.349 1.324
O 0.067 0.899 2.523
C -1.340 2.389 6.050
H -0.228 -0.334 -1.209
H 3.088 -4.240 -4.679
H 0.514 -1.506 6.214
P 0.838 -3.334 -4.362
C 0.097 -2.351 -5.717
H -0.856 4.061 -3.354
H -0.095 -5.261 -5.389
C -1.305 3.534 -2.502
H -2.020 -2.671 -5.141
C 0.777 0.167 -6.472
H 0.746 -2.619 4.853
H 1.936 4.622 -1.276
H -1.209 4.344 5.144
H 1.308 2.633 1.821
C 2.595 -3.564 -3.950
H 3.164 -2.616 -3.842
H 1.454 2.723 -3.009
C -0.835 0.441 4.668
C -0.757 5.188 2.846
Hg -1.053 -1.139 -3.463
H 2.206 0.176 -2.331
H 1.755 3.881 3.006
H -0.973 3.378 1.746
C -1.930 -1.825 4.904
C -1.286 0.978 -5.131
C -2.354 0.338 -6.007
H -0.667 5.792 1.936
C -0.309 -4.716 -4.467
H 2.129 2.247 -1.265
H 0.884 0.594 -3.501
H -0.396 -2.136 -0.942
C -0.389 3.728 2.609
C 0.852 4.806 -1.278
C 0.594 -1.573 5.127
H -1.753 2.579 -2.787
C 1.321 0.797 -2.500
H 1.451 -0.982 4.786
H -1.826 -2.876 4.598
H -0.135 -5.302 -3.549
H 0.562 5.317 -2.200
H -2.132 4.139 -2.071
C -0.674 -1.049 4.470
C 1.326 2.167 -2.046
H -1.791 5.271 3.169
C -1.939 -1.048 -6.432
H -2.823 -1.596 -6.752
H -3.272 0.294 -5.404
H 0.557 1.991 -5.237
H -1.288 -1.035 -7.297
C 0.015 1.050 -5.500
H -1.463 0.321 6.696
H 0.621 5.471 -0.427
H -0.153 -3.012 -6.574
H -1.669 1.765 -4.467
H 1.980 -1.392 -5.604
H -0.131 5.653 3.611
H -2.834 -1.400 4.425
H -2.622 0.958 -6.886
H 0.341 0.273 -7.481
C -1.234 0.993 5.864
H 1.526 -1.679 -7.265
H 1.744 0.691 -6.593
C -0.446 1.348 3.577
H -1.651 2.790 7.027
H -0.576 -1.179 3.392
P -0.062 3.191 -1.161
C -1.304 -1.846 -5.322
H -2.046 -1.792 5.998
C -0.846 -1.245 -1.371
C 1.090 3.657 2.154
C -0.658 2.801 3.761
H -1.866 -1.088 -0.990
H -1.352 -4.344 -4.437
H 2.579 -4.015 -2.931
C 1.135 -1.324 -6.285
C -1.078 3.268 4.986
*
```

List of Löwdin charges in e, atom by atom: number 1, H, carries 0.05; number 2, O, carries 0.06; number 3, C, carries -0.04; number 4, H, carries -0.07; number 5, H, carries 0.03; number 6, H, carries 0.08; number 7, P, carries 0.85; number 8, C, carries -0.56; number 9, H, carries 0.04; number 10, H, carries 0.04; number 11, C, carries -0.32; number 12, H, carries 0.06; number 13, C, carries -0.19; number 14, H, carries 0.08; number 15, H, carries 0.04; number 16, H, carries 0.11; number 17, H, carries 0.06; number 18, C, carries -0.30; number 19, H, carries 0.04; number 20, H, carries 0.08; number 21, C, carries -0.11; number 22, C, carries -0.09; number 23, Hg, carries 1.15; number 24, H, carries 0.06; number 25, H, carries 0.09; number 26, H, carries 0.11; number 27, C, carries -0.07; number 28, C, carries -0.20; number 29, C, carries -0.20; number 30, H, carries 0.07; number 31, C, carries -0.29; number 32, H, carries 0.08; number 33, H, carries -0.01; number 34, H, carries -0.04; number 35, C, carries -0.38; number 36, C, carries -0.32; number 37, C, carries -0.06; number 38, H, carries 0.00; number 39, C, carries -0.11; number 40, H, carries 0.09; number 41, H, carries 0.08; number 42, H, carries 0.04; number 43, H, carries 0.03; number 44, H, carries 0.04; number 45, C, carries -0.39; number 46, C, carries -0.44; number 47, H, carries 0.08; number 48, C, carries -0.26; number 49, H, carries 0.11; number 50, H, carries 0.10; number 51, H, carries 0.11; number 52, H, carries 0.10; number 53, C, carries -0.14; number 54, H, carries 0.11; number 55, H, carries 0.02; number 56, H, carries 0.10; number 57, H, carries 0.06; number 58, H, carries 0.07; number 59, H, carries 0.08; number 60, H, carries 0.09; number 61, H, carries 0.12; number 62, H, carries 0.11; number 63, C, carries -0.03; number 64, H, carries 0.12; number 65, H, carries 0.11; number 66, C, carries -0.27; number 67, H, carries 0.11; number 68, H, carries 0.13; number 69, P, carries 0.90; number 70, C, carries -0.53; number 71, H, carries 0.07; number 72, C, carries -0.34; number 73, C, carries -0.08; number 74, C, carries -0.09; number 75, H, carries -0.05; number 76, H, carries 0.04; number 77, H, carries 0.04; number 78, C, carries -0.19; number 79, C, carries -0.04



Entry 3:
Below is a cluster of 11 separate species, C27H48N6O15 in total in a non-equilibrium geometry, with properties calculated with wB97M-V/def2-TZVPD.

Summary:
- energy above the lowest of the compared OMol25 structures with the same formula, charge and spin (kcal/mol) = 0.3
- calculated total energy (eV) = -68427.7332
- HOMO-LUMO gap (eV) = 11.5

The geometry in ORCA input format:
```
! wB97M-V def2-TZVPD RIJCOSX def2/J DEFGRID3
* xyz 0 1
H -1.358 6.449 0.794
H -0.590 -1.059 2.386
H 4.164 2.342 -0.263
O 0.763 -0.056 -1.153
N -1.503 -3.367 0.461
H -3.707 -5.965 -2.392
H -0.938 3.110 -2.087
H -4.287 -3.472 2.094
C -2.720 -4.470 -6.829
H -2.202 -3.774 -7.495
H 4.176 -3.655 -0.207
H -4.858 3.642 0.502
H -2.290 -0.980 -1.570
O -4.176 0.101 0.531
H 3.575 2.131 2.922
H 7.011 -0.110 1.624
N 0.412 0.829 4.056
H 7.551 -1.821 1.887
H -2.087 -0.528 1.425
C -1.312 -2.282 0.806
O 3.655 3.849 1.914
O -0.347 -0.742 -2.987
C 2.744 4.486 1.194
H 3.050 -0.631 3.548
O -2.449 -4.660 -3.425
C 2.474 6.141 -0.373
C 3.029 3.050 2.964
H 2.755 1.287 -0.275
C -0.302 1.489 4.686
H 1.848 5.591 -1.113
C 4.836 -1.112 2.017
C -3.344 -0.969 -1.839
N 2.779 2.472 -3.199
O -3.561 -5.902 -4.971
C -1.462 5.350 0.821
H -1.003 3.317 5.471
H -2.302 -5.414 -7.053
C 3.326 -3.658 -0.936
H -0.851 -2.717 -3.238
O -2.376 -4.108 -5.526
H 7.442 -1.167 0.271
H 0.466 2.479 -1.045
O 3.373 5.220 0.278
O 5.244 -0.462 2.939
C -3.992 -1.970 3.566
H 0.914 -2.298 -3.317
H 1.907 -1.811 2.657
C -0.017 -2.191 -2.782
C -2.854 -4.989 -4.685
C -4.793 -2.638 2.537
H 3.196 3.598 3.884
C 2.541 -0.945 2.620
H -3.526 -1.330 -2.868
H -2.540 -5.074 -1.466
H -1.105 1.922 6.563
H -3.545 2.851 1.301
H -2.039 5.108 -0.052
C 3.916 -4.254 -2.087
H -1.174 1.872 -0.794
H -0.470 -0.423 0.699
H -1.999 -6.434 -2.557
C -1.225 2.239 5.535
H -3.789 -4.393 -6.894
H -5.043 -1.935 1.696
N -2.557 4.882 3.134
H 3.003 -2.639 -1.237
H 3.083 6.882 -0.853
H 4.176 0.707 -1.002
O 1.542 4.498 1.283
C -1.099 -0.980 1.376
H -3.880 -1.741 -1.260
O -0.393 1.250 -2.545
N 4.415 -4.624 -3.067
O 5.640 -1.694 1.120
H 1.907 6.623 0.436
O -3.890 0.310 -1.733
C 3.591 1.607 -0.837
N -3.352 -1.515 4.403
C -0.482 2.279 -1.569
H -5.687 -2.944 3.096
C -4.129 0.772 -0.508
O 3.609 -1.489 1.793
C -4.457 2.701 0.730
O -4.264 2.078 -0.498
H -2.281 2.208 5.153
H -5.064 2.096 1.379
H 2.004 2.814 2.661
H 2.497 -4.194 -0.429
C -2.685 -5.617 -2.393
C 0.098 0.104 -2.124
H -0.484 5.002 0.814
C 6.977 -1.169 1.229
C -2.124 5.092 2.097
H 0.159 -2.456 -1.730
C 3.171 2.135 -2.153
H 1.944 -0.141 2.064
*
```

List of Löwdin charges in e, atom by atom: number 1, H, carries 0.10; number 2, H, carries 0.09; number 3, H, carries 0.08; number 4, O, carries 0.11; number 5, N, carries 0.15; number 6, H, carries 0.09; number 7, H, carries 0.10; number 8, H, carries 0.06; number 9, C, carries -0.05; number 10, H, carries 0.11; number 11, H, carries 0.09; number 12, H, carries 0.09; number 13, H, carries 0.08; number 14, O, carries 0.06; number 15, H, carries 0.07; number 16, H, carries 0.12; number 17, N, carries 0.16; number 18, H, carries 0.10; number 19, H, carries 0.06; number 20, C, carries -0.29; number 21, O, carries 0.01; number 22, O, carries 0.01; number 23, C, carries -0.64; number 24, H, carries 0.10; number 25, O, carries -0.04; number 26, C, carries -0.02; number 27, C, carries 0.01; number 28, H, carries 0.04; number 29, C, carries -0.24; number 30, H, carries 0.11; number 31, C, carries -0.66; number 32, C, carries -0.05; number 33, N, carries 0.14; number 34, O, carries 0.14; number 35, C, carries -0.05; number 36, H, carries 0.08; number 37, H, carries 0.09; number 38, C, carries -0.09; number 39, H, carries 0.08; number 40, O, carries 0.02; number 41, H, carries 0.08; number 42, H, carries 0.08; number 43, O, carries 0.00; number 44, O, carries 0.11; number 45, C, carries -0.29; number 46, H, carries 0.09; number 47, H, carries 0.08; number 48, C, carries 0.05; number 49, C, carries -0.63; number 50, C, carries -0.07; number 51, H, carries 0.10; number 52, C, carries -0.02; number 53, H, carries 0.12; number 54, H, carries 0.06; number 55, H, carries 0.08; number 56, H, carries 0.08; number 57, H, carries 0.08; number 58, C, carries -0.31; number 59, H, carries 0.10; number 60, H, carries 0.05; number 61, H, carries 0.10; number 62, C, carries -0.07; number 63, H, carries 0.10; number 64, H, carries 0.08; number 65, N, carries 0.14; number 66, H, carries 0.09; number 67, H, carries 0.09; number 68, H, carries 0.08; number 69, O, carries 0.08; number 70, C, carries -0.06; number 71, H, carries 0.10; number 72, O, carries 0.00; number 73, N, carries 0.12; number 74, O, carries 0.00; number 75, H, carries 0.10; number 76, O, carries 0.03; number 77, C, carries -0.05; number 78, N, carries 0.12; number 79, C, carries -0.03; number 80, H, carries 0.08; number 81, C, carries -0.57; number 82, O, carries -0.01; number 83, C, carries -0.05; number 84, O, carries 0.02; number 85, H, carries 0.10; number 86, H, carries 0.10; number 87, H, carries 0.08; number 88, H, carries 0.10; number 89, C, carries -0.03; number 90, C, carries -0.71; number 91, H, carries 0.02; number 92, C, carries -0.04; number 93, C, carries -0.27; number 94, H, carries 0.08; number 95, C, carries -0.25; number 96, H, carries 0.09